1.
17
Properties=species:S:1:pos:R:3:forces:R:3 method="wB97M-V/def2-TZVPD" de_lowest_ev=2.5038 multiplicity=1 e_lumo_ev=1.02 charge=0 orbital_gap_ev=9.995 smiles="C=NC.NCN"
C 0.7012 1.9839 -0.2660 1.409 -3.532 -0.759
N 0.1544 1.2020 -1.1265 0.749 1.259 -0.296
C -0.9704 1.7316 -1.8882 -0.257 1.535 0.559
H 1.6635 1.6407 0.1846 -0.814 -0.100 -0.280
H 0.4022 2.8734 0.1793 -1.297 2.040 0.041
H -1.5982 1.0980 -2.4531 -0.828 -2.085 0.609
H -1.5656 2.3825 -1.2387 -0.251 0.033 -0.318
H -0.7382 2.2816 -2.8028 1.289 0.797 0.470
N -0.2127 -2.0831 0.0586 0.100 -1.542 -1.115
C 0.5882 -2.0141 1.3292 -0.056 -0.595 -1.118
N 0.2168 -0.7664 2.0206 1.185 -1.073 0.475
H 0.0328 -1.3816 -0.6330 0.269 0.699 0.582
H -0.0784 -2.9371 -0.5596 -0.010 0.849 1.746
H 1.7199 -2.0758 1.0848 -1.651 0.293 0.709
H 0.2880 -2.9322 1.9334 0.559 1.289 -0.605
H -0.4239 -0.8944 2.7861 -0.114 -0.280 -0.047
H -0.1797 -0.1090 1.3912 -0.282 0.412 -0.653


2.
21
Properties=species:S:1:pos:R:3:forces:R:3 method="wB97M-V/def2-TZVPD" de_lowest_ev=0.1663 multiplicity=1 e_lumo_ev=-5.38 charge=+1 orbital_gap_ev=8.568
C 0.7170 3.2438 -1.0036 0.203 -4.914 2.245
C -0.0368 2.5442 1.0007 2.696 -4.998 0.356
C 0.1925 -2.5427 1.4298 -0.385 1.155 -1.241
C -0.4414 -1.9933 0.3507 -0.762 -3.004 1.371
C -0.2448 -0.6790 -0.0514 1.563 4.670 -1.214
C 1.3122 2.0230 -1.0071 -0.907 1.779 1.687
C 1.1563 1.3633 0.3424 -1.394 2.332 0.452
C -1.3696 -2.8300 -0.4748 0.729 -1.699 2.662
O -0.6024 2.3971 2.0138 -0.613 0.324 0.696
O -0.9617 -0.1309 -1.0089 -0.834 -1.664 0.395
O -0.1277 3.4219 0.0949 -0.509 3.758 -2.099
O 0.7562 0.0050 0.4260 -0.922 -1.881 0.599
H 0.6911 3.9350 -1.7460 -0.193 2.182 -1.690
H -0.0877 -3.5740 1.7232 0.572 0.924 0.022
H 0.9408 -1.9015 1.8960 -0.147 -0.684 0.497
H -1.1276 0.8186 -1.1385 0.814 -0.069 0.482
H 1.9360 1.7329 -1.7851 1.087 -0.631 -1.134
H 2.0113 1.2942 1.0333 -0.077 0.774 -0.644
H -0.9005 -2.8806 -1.3815 1.228 -0.946 -2.602
H -1.5469 -3.8490 -0.0062 0.370 1.324 -0.743
H -2.2661 -2.3979 -0.7076 -2.521 1.268 -0.096


3.
123
Properties=species:S:1:pos:R:3:forces:R:3 method="wB97M-V/def2-TZVPD" multiplicity=1 e_lumo_ev=0.37 charge=0 orbital_gap_ev=7.962 smiles=CCCCCCCc1cc2c(c(CCCCCN)c1CCCO)N(P(C)O)c1c(OCCC)cccc1S2.CC(C)O.CC(C)O.CC(C)O
C 6.7097 2.4127 3.4748 0.427 1.008 -0.034
C 7.4365 2.0384 2.0971 -0.139 0.073 -0.351
C 7.1533 0.5508 1.5666 -0.776 0.165 0.137
C 5.5901 0.1790 1.4299 0.078 0.550 1.223
C 4.7068 1.2633 0.6487 -0.639 -0.267 -0.113
C 4.6055 1.0459 -0.9370 0.495 1.654 -0.054
C 3.3491 1.8698 -1.5731 -0.715 -1.794 0.191
C 1.9409 1.3064 -0.9945 -1.841 -1.106 0.924
C 1.9142 -0.2192 -0.6626 -4.214 2.076 0.634
C 0.5778 -0.8003 -0.1558 -0.700 2.441 -0.706
C -0.7378 0.0418 0.0573 3.820 2.158 -2.037
C -0.6634 1.5751 -0.2877 1.354 -2.207 -0.046
C -2.0311 2.3843 -0.0988 0.257 0.166 0.150
C -1.9092 3.7108 0.7962 -0.645 0.655 0.085
C -2.4709 3.5715 2.2957 0.145 1.426 0.515
C -3.9537 4.2305 2.4257 0.993 0.184 0.641
C -3.9133 5.8542 2.2459 -0.424 -0.477 -0.941
N -4.5465 6.2834 0.9310 0.836 -0.556 0.010
C 0.6717 2.2225 -0.8189 0.194 -3.577 0.691
C 0.7539 3.7608 -1.2220 -0.661 -0.562 -0.225
C 1.5064 4.7187 -0.1749 -0.030 0.254 0.074
C 2.1624 3.9926 1.0873 1.165 1.521 -0.201
O 1.2178 3.4428 2.0345 0.947 -0.909 -0.699
N -1.9791 -0.6196 0.5391 1.838 0.262 -0.406
P -1.9024 -0.9697 2.2745 -0.085 -2.170 1.625
C -0.2787 -0.2467 3.0055 0.494 1.346 -0.732
O -3.1365 -0.1357 3.1540 1.441 0.243 -0.579
C -2.3382 -1.7982 -0.2694 -1.205 -3.921 -2.258
C -3.7510 -2.0459 -0.9060 1.685 -1.624 -0.695
O -4.8148 -1.1102 -0.7509 1.046 -2.245 0.384
C -5.7984 -1.6147 0.2286 -0.325 0.195 1.236
C -5.6992 -0.6822 1.5339 0.101 0.117 -0.467
C -6.9969 0.2125 1.8245 0.415 0.108 0.654
C -4.0662 -3.3194 -1.7568 3.154 -0.705 0.640
C -3.0076 -4.4442 -2.0382 0.829 4.040 2.858
C -1.6075 -4.2193 -1.3738 -2.349 1.849 -0.136
C -1.2940 -2.9522 -0.5351 -2.667 0.384 -1.170
S 0.3845 -2.6244 0.2245 -1.189 1.119 -1.211
H 7.2075 3.3814 3.8665 -0.797 -1.537 -0.528
H 6.8197 1.6331 4.2997 -0.206 0.870 -1.235
H 5.6003 2.6937 3.3241 1.695 -0.740 0.185
H 8.5825 2.1493 2.1612 -1.768 -0.130 0.173
H 7.1018 2.8338 1.3265 0.536 -1.356 1.071
H 7.5833 -0.1669 2.3589 -0.364 0.915 -1.501
H 7.6244 0.4244 0.5335 -0.276 0.019 1.542
H 5.4558 -0.9022 1.0427 0.199 1.841 0.287
H 5.1806 0.1493 2.5137 0.600 0.028 -1.671
H 5.0598 2.3544 0.8029 -0.298 -1.865 -0.037
H 3.6531 1.2315 1.1286 1.539 -0.091 -0.970
H 4.6426 -0.0403 -1.2790 -0.292 1.432 0.622
H 5.5450 1.5514 -1.3908 -1.389 -0.946 0.604
H 3.3427 1.5799 -2.6886 0.014 0.941 1.526
H 3.4422 2.9952 -1.4060 -0.051 -1.620 -0.365
H 2.7843 -0.9366 -0.7916 -1.291 1.281 0.144
H -2.8490 1.7324 0.3961 1.571 0.745 -0.919
H -2.4482 2.6703 -1.1265 0.748 -0.445 1.285
H -0.8654 4.1614 0.8622 -1.327 -1.007 -0.262
H -2.5668 4.5134 0.2800 1.065 -1.211 0.794
H -1.7947 4.2412 2.9573 -0.963 -1.187 -0.929
H -2.4038 2.5234 2.7419 -0.264 1.240 -0.860
H -4.6025 3.7302 1.6290 0.536 0.851 1.178
H -4.3756 4.0605 3.4798 0.542 -0.189 -1.613
H -4.5065 6.3916 3.0707 1.093 -0.983 -1.031
H -2.8369 6.2460 2.1992 -1.500 -0.632 0.465
H -5.1790 5.5414 0.5875 0.495 0.627 0.353
H -3.7952 6.3623 0.2198 -0.811 -0.101 0.621
H -0.3322 4.1339 -1.3609 1.808 -0.640 0.150
H 1.2720 3.8441 -2.2486 -0.818 -0.235 1.586
H 0.7827 5.5476 0.1735 1.071 -1.348 -0.383
H 2.3419 5.2752 -0.7497 -1.133 -0.916 1.083
H 2.9409 3.2494 0.7117 -1.299 0.733 0.639
H 2.7580 4.8082 1.6586 -0.836 -1.174 -0.956
H 1.5250 2.5312 2.2678 -0.470 1.160 -0.398
H -0.2614 -0.3667 4.1479 -0.405 0.230 -1.734
H -0.1815 0.8620 2.6858 -0.067 -1.539 0.824
H 0.6529 -0.7739 2.5928 -1.613 0.538 0.454
H -3.1622 -0.5843 4.0272 -0.004 0.244 -0.843
H -5.5529 -2.7089 0.4768 -0.370 1.655 -0.389
H -6.8702 -1.5693 -0.1624 1.582 0.034 -0.006
H -4.8290 0.0535 1.3492 -1.312 -1.409 0.373
H -5.4276 -1.3685 2.4170 -0.499 1.362 -1.156
H -7.3515 0.8287 0.9245 0.590 -1.112 1.128
H -6.6974 0.9758 2.6330 -0.564 -1.135 -1.123
H -7.8622 -0.4066 2.2427 1.113 0.845 -0.704
H -5.1001 -3.4958 -2.2278 1.710 0.731 0.996
H -3.2392 -5.3694 -2.6961 0.395 1.786 1.357
H -0.8243 -5.0280 -1.5789 -1.047 1.572 0.575
C 2.1625 9.9704 1.6749 0.140 0.120 -0.262
C 2.1301 8.4709 1.9257 -0.254 0.415 0.561
C 0.8203 8.0445 2.5705 -0.133 -0.298 -0.089
O 3.2164 8.1088 2.7760 0.213 -0.207 -0.134
H 2.0748 10.5254 2.6146 -0.124 -0.095 -0.012
H 3.1136 10.2634 1.2222 -0.099 -0.071 -0.019
H 1.3499 10.2776 1.0114 0.044 0.023 0.065
H 2.2648 7.9374 0.9804 0.174 -0.056 0.149
H 0.6860 8.5325 3.5413 0.015 0.108 -0.107
H 0.8164 6.9664 2.7552 0.007 0.060 -0.085
H -0.0329 8.2936 1.9339 0.015 0.001 0.074
H 3.1061 8.5757 3.6150 -0.012 -0.081 -0.170
C -2.4723 -9.3276 -3.6046 -0.107 0.021 0.135
C -3.6703 -8.8077 -4.3836 0.623 -0.130 -0.201
C -3.6037 -9.2245 -5.8444 -0.271 -0.029 -0.172
O -3.7097 -7.3838 -4.2981 -0.223 0.299 0.150
H -1.5396 -8.9250 -4.0079 -0.128 -0.130 -0.055
H -2.5272 -9.0110 -2.5594 -0.050 -0.075 -0.071
H -2.4239 -10.4193 -3.6374 0.041 0.058 0.010
H -4.5931 -9.1861 -3.9352 -0.015 0.271 -0.024
H -2.7087 -8.8174 -6.3261 0.052 -0.086 0.127
H -4.4642 -8.8343 -6.3948 0.026 -0.077 0.084
H -3.5889 -10.3128 -5.9441 0.028 0.071 -0.021
H -2.8970 -7.0391 -4.6926 -0.127 -0.159 0.026
C 2.4834 -9.8634 -2.2576 -0.064 -0.259 0.166
C 1.7849 -9.5892 -3.5802 0.432 0.519 0.269
C 2.6951 -8.8420 -4.5423 -0.015 -0.049 -0.306
O 0.6084 -8.8176 -3.3441 -0.113 -0.065 -0.062
H 2.7684 -8.9279 -1.7653 0.064 -0.002 -0.139
H 1.8142 -10.3904 -1.5722 0.056 -0.010 -0.110
H 3.3818 -10.4685 -2.4036 -0.037 0.060 0.041
H 1.4690 -10.5336 -4.0317 -0.189 0.148 0.049
H 2.9875 -7.8712 -4.1290 0.042 -0.108 0.101
H 2.1767 -8.6416 -5.4839 0.041 -0.094 0.068
H 3.5999 -9.4165 -4.7567 -0.034 0.075 0.009
H 0.8771 -7.9793 -2.9443 0.005 -0.172 -0.058


4.
72
Properties=species:S:1:pos:R:3:forces:R:3 method="wB97M-V/def2-TZVPD" multiplicity=3 e_lumo_ev="1.89 / 1.90" charge=-1 s_squared=2.0456 orbital_gap_ev="3.783 / 4.196"
Ti -0.9302 0.5155 0.1032 0.999 -2.578 -0.612
N 0.3623 4.4509 1.5024 -0.249 -0.690 0.447
C -0.4833 3.6773 0.7714 -0.660 1.177 -0.722
N -0.9099 2.4960 1.0450 0.097 1.063 3.614
C -0.4537 1.8677 2.2340 0.217 -1.020 2.072
N -0.7199 0.6433 2.6630 0.538 1.593 0.113
N -1.5688 -0.2075 1.9172 3.174 3.193 3.051
C -2.6453 -0.4723 2.5568 -2.285 -1.376 0.751
C -3.6511 -0.6433 1.5642 1.725 0.492 2.293
C -4.8888 -1.2331 1.6906 -1.544 -0.198 -1.524
C -5.6828 -1.2187 0.5498 -0.093 -0.436 1.171
C -5.2049 -0.6075 -0.6146 0.372 0.658 -0.668
C -3.9415 -0.0236 -0.5993 -1.693 0.717 1.180
N -3.1382 -0.0181 0.4805 -3.363 0.051 -3.954
C 0.4128 2.6961 3.1566 -0.544 -0.585 -0.292
C 0.8266 2.2091 4.4046 0.196 0.531 0.029
C 1.6066 3.0078 5.2419 -0.106 -0.015 -0.240
C 1.9813 4.2867 4.8332 -0.194 -0.074 -0.303
C 1.5742 4.7732 3.5885 0.008 -0.115 0.315
C 0.7776 3.9868 2.7495 0.669 -0.090 0.803
H 0.5473 5.4072 1.2410 -0.024 -0.271 -0.098
H -0.8195 4.1728 -0.1544 0.048 -0.429 0.314
H -2.8511 -0.3749 3.6315 0.485 -0.146 -0.378
H -5.2138 -1.6922 2.6138 0.090 0.010 0.025
H -6.6669 -1.6790 0.5586 0.072 0.058 0.002
H -5.8055 -0.5851 -1.5178 0.069 0.023 0.051
H -3.5332 0.4659 -1.4784 -0.449 0.008 0.002
H 0.5413 1.2114 4.7295 -0.050 0.214 -0.329
H 1.9224 2.6291 6.2111 -0.035 0.061 -0.171
H 2.5928 4.9060 5.4852 -0.090 -0.059 -0.164
H 1.8798 5.7710 3.2861 -0.060 -0.090 -0.086
C -0.4150 0.9058 -1.9421 0.041 0.759 -2.977
H -0.9799 1.7894 -2.3036 0.658 -0.266 -0.814
H -0.6719 0.0231 -2.5630 0.106 1.044 -0.386
H 0.6735 1.1067 -2.0173 -0.948 -0.168 -0.677
Cl 6.7375 3.1255 -0.3414 0.830 0.285 -0.041
C 5.1131 2.5639 -0.2657 -0.814 -0.097 -0.051
C 4.8295 1.3431 0.3425 -0.780 -0.341 0.074
C 3.5080 0.8929 0.4135 1.750 0.063 0.089
C 2.4714 1.6605 -0.1269 -3.310 -0.776 0.579
C 1.0940 1.2165 -0.0029 1.272 1.529 0.986
C 2.7671 2.8827 -0.7390 1.323 0.755 -0.459
C 4.0877 3.3358 -0.8082 -0.493 -0.276 0.031
H 5.6278 0.7405 0.7676 -0.034 0.137 -0.068
H 3.2974 -0.0581 0.8969 -0.083 0.177 -0.069
H 0.2509 1.9013 -0.2352 2.840 0.259 -0.756
H 0.7941 0.5613 0.8419 1.545 -0.021 -0.107
H 1.9741 3.4983 -1.1576 0.055 -0.161 0.062
H 4.3060 4.2900 -1.2793 0.083 -0.104 0.060
O -2.8655 2.7116 -1.0674 -7.534 9.446 -4.676
C -2.2165 1.9753 -0.6749 5.622 -8.058 3.328
N 3.0492 -8.3124 -4.5626 -0.683 0.955 0.460
C 2.4281 -7.4292 -4.1375 0.707 -1.009 -0.487
C 1.6606 -6.3379 -3.6124 -0.145 0.180 0.084
C 2.2841 -5.3295 -2.8745 -0.406 0.543 0.260
C 1.5367 -4.2622 -2.3604 0.351 -0.511 -0.242
C 0.1521 -4.1925 -2.5802 -0.162 0.391 0.186
C -0.4679 -5.2094 -3.3227 0.375 -0.445 -0.195
C 0.2836 -6.2746 -3.8348 -0.346 0.534 0.264
N -0.6133 -3.1071 -2.0588 0.442 -0.034 -0.095
C -1.9712 -2.8995 -2.1879 -0.535 0.559 0.173
C -2.2478 -1.7291 -1.5219 -0.133 -1.632 -1.167
N -1.1131 -1.2001 -0.9829 -0.208 -3.427 -0.389
C -0.1556 -2.0380 -1.3161 0.461 -0.031 0.282
H 3.3575 -5.3646 -2.6924 -0.287 -0.013 -0.066
H 2.0753 -3.5074 -1.7944 -0.298 -0.057 -0.098
H -1.5350 -5.2102 -3.5257 0.224 0.164 0.142
H -0.2178 -7.0531 -4.4083 0.167 0.183 0.142
H -2.6278 -3.5679 -2.7221 0.109 0.084 0.111
H -3.2081 -1.2430 -1.4050 0.937 -1.419 -0.697
H 0.8801 -1.9057 -1.0392 -0.216 0.041 0.035
H 0.1506 -0.7109 0.7570 0.195 -0.921 0.477


Look up the charge of the first one.
0


Look up the charge of the third one.
0


The lowest charge belongs to which entry?
C33H28ClN8OTi